ORCA calculation (wB97M-V/def2-TZVPD) on C31H28BrF2N3O5Pd as an isolated structure.

For the energy above the lowest of the compared OMol25 structures with the same formula, charge and spin, the calculation gives 0.502 eV. Its spin multiplicity is 1. The total energy comes out at -126251.01581 eV. Its LUMO energy is -6.69 eV. Its charge is +2.

```
71
Properties=species:S:1:pos:R:3:mulliken_charge:R:1
Pd -1.848 0.416 -2.726 0.363
Br -0.010 -0.948 -7.751 -0.074
F 2.034 -4.466 -3.725 -0.296
F -2.278 1.853 3.876 -0.323
O -4.645 2.563 -4.042 -0.565
O -1.696 0.196 -0.700 -1.297
O 1.470 -1.960 -2.517 -0.738
O -3.226 1.769 -2.472 -0.525
O -0.455 -0.997 -3.019 -0.321
N 0.267 1.793 5.137 0.244
N 1.980 -0.167 1.046 0.281
N 1.475 3.081 6.957 -0.149
C -1.390 1.528 -4.730 -0.293
C 0.039 1.338 3.817 -1.231
C 0.540 -1.212 -2.231 0.955
C -0.033 -4.465 -2.675 -0.568
C -1.896 -3.552 -3.929 0.972
C -0.551 0.029 -0.206 2.321
C -1.405 0.988 1.900 -0.794
C -0.338 0.453 1.175 0.792
C 0.920 0.364 1.779 -0.339
C -2.758 1.210 -4.660 0.191
C -1.348 -4.162 -2.741 -0.488
C -3.289 0.256 -5.557 -0.699
C -0.556 0.872 -5.653 -0.373
C 3.292 -0.310 1.648 -0.271
C 1.861 1.624 6.956 -0.758
C 0.775 -4.152 -3.789 0.589
C -0.662 2.722 5.777 -0.705
C -1.023 -3.290 -5.048 -0.407
C 4.118 0.920 1.887 -0.458
C -2.475 -0.362 -6.469 -0.415
C 1.757 -0.633 -0.190 -0.547
C -3.206 -3.242 -3.997 -1.055
C 4.503 -0.050 0.811 -1.000
C -1.102 -0.058 -6.497 -0.138
C -3.671 1.957 -3.696 0.516
C -1.217 1.396 3.189 0.475
C 0.833 0.864 6.106 -0.646
C 0.296 -3.592 -4.983 -0.727
C 1.098 0.821 3.089 -0.662
C -0.013 3.240 7.071 -0.747
C 0.566 -0.556 -0.863 -0.871
H 0.435 -4.917 -1.812 0.502
H 1.876 1.286 7.990 0.374
H -0.240 4.288 7.247 0.386
H -2.885 -1.061 -7.187 0.597
H -0.314 2.667 7.947 0.364
H 2.082 0.795 3.535 0.780
H -4.356 0.067 -5.548 0.570
H 1.322 0.035 5.602 0.488
H -0.861 3.548 5.096 0.520
H 3.339 -1.112 2.375 0.442
H 1.772 3.492 6.071 0.378
H -0.993 2.362 -4.163 0.475
H 4.715 0.961 2.787 0.320
H 5.355 -0.694 0.969 0.267
H 1.955 3.577 7.708 0.342
H 0.982 -3.395 -5.795 0.449
H 0.494 1.119 -5.712 0.540
H -2.382 1.061 1.442 0.597
H 2.593 -1.109 -0.685 0.829
H -3.635 -2.776 -4.875 0.288
H -2.012 -4.369 -1.912 0.458
H -1.618 2.266 6.043 0.415
H 0.048 0.438 6.743 0.318
H 4.359 0.268 -0.212 0.354
H 2.867 1.563 6.546 0.429
H 3.697 1.863 1.564 0.238
H -3.883 -3.455 -3.179 0.301
H -1.439 -2.850 -5.943 0.762
```